Entry 1:
Computed, not measured: a cluster of 2 separate species, H4S2 in total, with ωB97M-V with the def2-TZVPD basis set.

The geometry in ORCA input format:
```
! RIJCOSX wB97M-V def2-TZVPD def2/J DEFGRID3
* xyz 0 1
S 9.03588 2.33612 -9.11673
H 9.92058 1.87121 -10.01833
H 8.77903 1.09870 -8.65355
S 8.56358 -1.19323 -10.27260
H 9.35355 -2.04722 -9.59557
H 7.85862 -2.19957 -10.82216
*
```

Calculated total energy, eV: -21735.0417
Energy above the lowest of the compared OMol25 structures with the same formula, charge and spin, kcal/mol: 0.8
HOMO level, eV: -9.640
F_max, Eh/bohr: 0.0068
HOMO-LUMO gap, eV: 10.35

These are the natural (NBO) partial charges, in e, on atoms 1 to 2: number 1, S, carries -0.289; number 2, H, carries 0.144



Entry 2:
Computed, not measured: a structure of composition C19H25MnN6O2, with ωB97M-V with the def2-TZVPD basis set.

The geometry in ORCA input format:
```
! RIJCOSX wB97M-V def2-TZVPD def2/J DEFGRID3
* xyz 3 4
Mn 0.30795 -0.42661 -0.24465
O -0.90171 3.87066 -0.40185
C -1.58821 3.87242 0.69783
C -2.29633 5.07857 1.00807
C -3.03631 5.15040 2.15167
C -3.09001 4.03752 3.00930
C -2.38647 2.84009 2.71324
C -1.64205 2.72870 1.57218
C -0.86974 1.49749 1.27010
O -0.25542 1.41199 0.09182
N -0.76455 0.58113 2.17718
N 0.18092 -0.32276 1.68881
C 1.14265 -0.70202 2.43742
C 2.35409 -1.08303 1.70485
C 3.48649 -1.55144 2.33269
C 4.66994 -1.64447 1.59780
C 4.66279 -1.22979 0.28222
C 3.47105 -0.78358 -0.28478
N 2.32243 -0.72560 0.38604
H -0.46567 2.98899 -0.51542
H -2.21029 5.90192 0.31046
H -3.57579 6.05275 2.40541
H -3.67240 4.08946 3.92025
H -2.43743 2.01130 3.40697
H 1.12448 -0.56588 3.51553
H 3.45679 -1.81406 3.38209
H 5.57794 -2.00555 2.06256
H 5.56350 -1.23653 -0.31606
H 3.45898 -0.44345 -1.31027
C -0.86101 -3.07371 -0.99728
C -1.90438 -2.28306 -0.24409
N -1.67314 -0.82775 -0.46391
C -2.12175 -0.26353 -1.76851
C -1.07242 -0.47857 -2.84342
N 0.31075 -0.25093 -2.30504
C 1.28407 -1.21267 -2.89023
C 1.32521 -2.51349 -2.06276
N 0.47780 -2.41059 -0.82830
H -0.81740 -4.10213 -0.63920
H -1.08709 -3.12396 -2.05841
H -2.91378 -2.56842 -0.54511
H -1.81749 -2.45431 0.83013
H -2.19231 -0.34586 0.26644
H -3.07671 -0.69667 -2.07146
H -2.27828 0.80224 -1.60696
H -1.11075 -1.49057 -3.23780
H -1.25959 0.18402 -3.68845
H 0.60220 0.68713 -2.57069
H 1.03163 -1.41542 -3.93118
H 2.25924 -0.73270 -2.90094
H 0.99126 -3.37074 -2.64522
H 2.34721 -2.72679 -1.75853
H 0.96913 -2.91014 -0.09050
*
```

Expectation value of S²: 3.80
Calculated total energy, eV: -64438.2655
Energy above the lowest of the compared OMol25 structures with the same formula, charge and spin, kcal/mol: 6.5
HOMO level (spin up / spin down), eV: -18.221 / -18.389
F_max, Eh/bohr: 0.0061
HOMO-LUMO gap (spin up / spin down), eV: 8.38 / 6.54

These are the natural (NBO) partial charges, in e, on atoms 1 to 2: number 1, Mn, carries 1.289; number 2, O, carries -0.528



Entry 3:
Computed, not measured: the molecule C8H8N2O, with ωB97M-V with the def2-TZVPD basis set.

The geometry in ORCA input format:
```
! RIJCOSX wB97M-V def2-TZVPD def2/J DEFGRID3
* xyz 0 1
C -2.56793 1.02756 0.50288
C -2.84135 -0.31091 0.07594
C -1.30038 1.48780 0.44063
C -1.88192 -1.13755 -0.35828
C -0.25731 0.55575 0.11291
C -0.49755 -0.78065 -0.47125
C 1.70682 -1.20412 1.02788
C 2.98021 0.21058 -0.51304
N 0.90981 0.92409 0.36021
N 1.87251 -0.09567 0.33551
O 0.33039 -1.28310 -1.17599
H -3.33712 1.73594 0.85695
H -3.86457 -0.65668 0.44456
H -1.05284 2.41860 0.82836
H -2.23076 -2.04624 -0.75015
H 2.48827 -1.95981 0.66567
H 2.53897 0.11213 -1.53679
H 3.93090 -0.38510 -0.29708
H 3.07386 1.38740 -0.54892
*
```

Calculated total energy, eV: -13447.4668
Energy above the lowest of the compared OMol25 structures with the same formula, charge and spin, kcal/mol: 155.9
HOMO level, eV: -8.298
F_max, Eh/bohr: 0.0653
HOMO-LUMO gap, eV: 6.87

These are the natural (NBO) partial charges, in e, on atoms 1 to 2: number 1, C, carries -0.205; number 2, C, carries -0.148



Entry 4:
Computed, not measured: a structure of composition C43H52BHgN9O3S3, with ωB97M-V with the def2-TZVPD basis set.

The geometry in ORCA input format:
```
! RIJCOSX wB97M-V def2-TZVPD def2/J DEFGRID3
* xyz -1 2
Hg -0.62116 -2.58101 -0.62730
C 3.41644 0.42929 -2.31470
C 2.04774 1.03569 -2.07260
C 0.62834 2.48059 -2.84190
C -0.48866 2.55509 -1.86770
N -0.60436 1.85539 -0.81140
N 0.16364 0.79329 -0.41930
B -0.43536 0.16139 0.76070
N 0.42984 -0.17301 1.89930
N 1.45414 0.65759 2.10560
C 2.32744 0.41669 3.04340
C 2.21654 -0.71331 3.87290
C 1.18564 -1.60521 3.65290
C 1.05824 -2.87141 4.42880
C 0.27054 -1.33141 2.61860
S -0.98036 -2.40471 2.21390
C 3.44344 1.44199 3.13250
C 4.54934 1.01109 4.09530
C 4.02624 1.59719 1.72440
C 2.86234 2.78669 3.58830
N -1.84766 0.31789 1.07700
N -2.03966 0.73389 2.34320
C -3.23276 0.96589 2.79120
C -4.36946 0.88089 1.95030
C -4.21086 0.37779 0.68330
C -5.36496 0.10609 -0.22120
C -2.91146 -0.01201 0.26710
S -2.71266 -0.97991 -1.09680
C -3.35246 1.22489 4.27960
C -1.96966 1.41839 4.90930
C -4.00676 -0.03311 4.87300
C -4.22156 2.45729 4.55390
C 1.32284 0.34329 -0.96340
S 1.92354 -1.12501 -0.42520
C -1.47996 3.71739 -1.91190
C -1.39356 4.41809 -0.54690
C -1.17926 4.74309 -3.00840
C -2.88356 3.13679 -2.11100
H 3.97564 1.01079 -3.04070
H 3.30374 -0.58531 -2.68550
H 3.97214 0.39529 -1.37990
H 0.53274 3.18439 -3.66270
H 2.92814 -0.90331 4.65920
H 1.94574 -3.02821 5.03670
H 0.91714 -3.69981 3.73560
H 0.18194 -2.83611 5.07440
H 4.92954 0.02939 3.82490
H 4.19244 0.98579 5.12310
H 5.37424 1.71799 4.03970
H 4.41354 0.64299 1.37720
H 4.82994 2.33029 1.72020
H 3.24424 1.91129 1.04020
H 2.45474 2.71469 4.59450
H 2.06544 3.09209 2.91690
H 3.63904 3.54999 3.58530
H -5.35196 1.15549 2.30300
H -6.27436 0.58429 0.13750
H -5.52496 -0.97121 -0.27420
H -5.13146 0.44279 -1.22840
H -1.34536 0.55179 4.71010
H -2.06806 1.54849 5.98710
H -1.47836 2.29249 4.48800
H -3.44806 -0.91611 4.56850
H -5.03096 -0.13741 4.52030
H -4.01426 0.01799 5.96040
H -3.76046 3.34739 4.12840
H -4.33616 2.60599 5.62670
H -5.21376 2.34139 4.12350
H -0.37936 4.77479 -0.37600
H -1.64786 3.71559 0.24020
H -2.06966 5.26819 -0.49950
H -0.17906 5.15749 -2.89110
H -1.89426 5.56259 -2.94300
H -1.26656 4.29719 -3.99640
H -3.05486 2.34829 -1.38510
H -2.98046 2.70109 -3.10200
H -3.63886 3.91049 -1.98500
O 1.52864 0.00199 -5.40150
C 1.75134 1.05679 -4.60530
C 2.57414 2.05059 -5.01170
C 3.13024 3.09839 -4.20100
C 2.96894 3.29959 -2.88320
C 1.96354 2.58579 -2.05550
C 1.04654 1.06719 -3.28200
C -0.08236 0.01979 -3.19810
O -1.24926 0.39069 -3.09860
N 0.43874 -1.19071 -3.35610
N -0.16716 -2.33101 -2.94300
C -0.01466 -3.36351 -3.70520
C -0.31406 -4.73791 -3.41740
C 0.04484 -5.65891 -4.41080
C -0.10626 -7.01791 -4.25590
C -0.62776 -7.50401 -3.06080
C -1.01646 -6.63361 -2.07240
C -0.90946 -5.22381 -2.20680
O -1.38436 -4.48141 -1.26720
H 1.06624 -0.68731 -4.82920
H 2.96494 1.97039 -6.01530
H 3.82984 3.74489 -4.71660
H 3.54524 4.06439 -2.38060
H 1.87964 3.02829 -1.06080
H 0.44514 -3.18991 -4.68880
H 0.46714 -5.27791 -5.33320
H 0.17864 -7.69851 -5.04640
H -0.74266 -8.57191 -2.91630
H -1.43496 -7.00531 -1.14770
C 2.26514 -6.23601 -1.09440
C 1.67724 -5.12771 -0.39850
N 1.22824 -4.25461 0.19090
H 2.97764 -6.74341 -0.44090
H 2.77294 -5.86631 -1.98510
H 1.47324 -6.92171 -1.40100
*
```

Expectation value of S²: 0.77
Calculated total energy, eV: -102345.7695
Energy above the lowest of the compared OMol25 structures with the same formula, charge and spin, kcal/mol: 74.7
HOMO level (spin up / spin down), eV: -2.907 / -4.460
F_max, Eh/bohr: 0.0315
HOMO-LUMO gap (spin up / spin down), eV: 4.92 / 6.36

These are the Löwdin partial charges, in e, on atoms 1 to 2: number 1, Hg, carries 0.838; number 2, C, carries -0.061



Entry 5:
Computed, not measured: the molecule C5H9F, with ωB97M-V with the def2-TZVPD basis set.

The geometry in ORCA input format:
```
! RIJCOSX wB97M-V def2-TZVPD def2/J DEFGRID3
* xyz 0 1
F 2.44274 -0.88314 -0.39333
C 1.97381 0.21141 0.35261
C 0.66995 0.73580 -0.22021
C -0.24718 -0.40504 -0.30490
C -1.43278 -0.54634 0.71019
C -1.74386 -0.10776 -0.67054
H 1.94391 -0.39762 1.28283
H 2.72394 0.98989 0.39117
H 0.27408 1.58444 0.36011
H 0.93608 1.22971 -1.19162
H 0.08772 -1.40289 -0.75102
H -1.61800 0.24822 1.34218
H -1.70977 -1.46205 1.12182
H -2.14891 0.92879 -0.62917
H -2.15175 -0.72340 -1.40013
*
```

Calculated total energy, eV: -8046.6380
Energy above the lowest of the compared OMol25 structures with the same formula, charge and spin, kcal/mol: 32.4
HOMO level, eV: -9.863
F_max, Eh/bohr: 0.0759
HOMO-LUMO gap, eV: 11.07

These are the natural (NBO) partial charges, in e, on atoms 1 to 2: number 1, F, carries -0.391; number 2, C, carries 0.055



Entry 6:
Computed, not measured: a structure of composition C29H48GdNP3S2, with ωB97M-V with the def2-TZVPD basis set.

The geometry in ORCA input format:
```
! RIJCOSX wB97M-V def2-TZVPD def2/J DEFGRID3
* xyz 3 8
Gd -0.15305 -0.29221 0.04870
P -2.00033 1.84600 -0.00267
P -2.39180 -1.76986 1.05015
P 1.45942 1.14709 -1.64902
H -1.34131 -2.55377 -1.84750
C -0.29711 -2.21149 -1.89115
C 0.64276 -2.60599 -0.96265
H 0.40994 -3.30785 -0.14868
C -3.07426 1.87642 -1.48955
C -3.20471 2.01099 1.37070
C -1.21791 3.50691 -0.02693
C -2.16259 -3.59106 1.05333
C -3.07729 -1.56230 2.73988
C -3.93709 -1.66241 0.06109
C 2.78951 0.08092 -2.33424
C 2.39467 2.56952 -0.98348
C 0.58723 1.85886 -3.09852
H -0.02469 -1.62675 -2.78373
H 1.71089 -2.36073 -1.06620
H -3.72644 2.75959 -1.46030
H -3.68924 0.96659 -1.52427
H -2.45299 1.91000 -2.39479
H -3.79538 2.92872 1.23190
H -2.65834 2.07009 2.32370
H -3.87556 1.14117 1.40254
H -1.99434 4.28385 0.02733
H -0.61493 3.64966 -0.93418
H -0.55732 3.58983 0.84819
H -3.10127 -4.09805 1.31918
H -1.40281 -3.84875 1.80313
H -1.82700 -3.94258 0.06961
H -4.03740 -2.09254 2.82353
H -3.23108 -0.49427 2.94409
H -2.38093 -1.98171 3.47916
H -4.61781 -2.43913 0.43765
H -3.72548 -1.85563 -0.99886
H -4.42452 -0.68298 0.15442
H 3.42660 0.61814 -3.05251
H 2.35074 -0.79563 -2.83359
H 3.41233 -0.28705 -1.50627
H 2.95412 3.03932 -1.80472
H 3.09492 2.21711 -0.21168
H 1.71417 3.30179 -0.52585
H 1.32063 2.33552 -3.76589
H -0.16211 2.60177 -2.78926
H 0.05892 1.06244 -3.64488
C 1.82316 -1.05529 -6.94776
C 1.17822 -0.69386 -8.14818
C 1.03800 -1.63427 -9.17774
C 1.59964 -2.91502 -9.05492
C 2.34494 -3.24052 -7.90951
C 2.48961 -2.30505 -6.88927
S 1.85323 -0.11642 -5.48253
H 0.86332 0.85000 -5.49788
H 0.75785 0.30319 -8.24984
H 0.47055 -1.39091 -10.07936
H 1.46210 -3.66687 -9.84188
H 2.79739 -4.23140 -7.79755
H 3.07161 -2.54420 -6.00164
N 0.66301 0.47114 1.97730
S -0.12002 0.36667 3.42297
C 0.79248 -0.84185 4.36239
C 0.12634 -1.46408 5.42780
C 0.78010 -2.46831 6.15707
C 2.08932 -2.83246 5.82305
C 2.73814 -2.21661 4.74363
C 2.08102 -1.22904 4.00487
C 0.27888 1.85410 4.36002
C 1.59385 2.28246 4.55417
C 1.84115 3.46858 5.25422
C 0.77752 4.23222 5.75494
C -0.53709 3.78479 5.58019
C -0.78833 2.59830 4.88379
H 1.43630 1.12329 2.15138
H -0.90228 -1.18729 5.64279
H 0.25006 -2.96413 6.97107
H 2.60415 -3.60246 6.40110
H 3.74979 -2.51056 4.46376
H 2.54399 -0.78778 3.11998
H 2.42128 1.69829 4.15225
H 2.86699 3.79692 5.41234
H 0.97140 5.16432 6.28874
H -1.37312 4.35415 5.98346
H -1.80432 2.24040 4.72790
*
```

Expectation value of S²: 15.98
Calculated total energy, eV: -102687.8414
Energy above the lowest of the compared OMol25 structures with the same formula, charge and spin, kcal/mol: 0.7
HOMO level (spin up / spin down), eV: -13.899 / -13.902
F_max, Eh/bohr: 0.0441
HOMO-LUMO gap (spin up / spin down), eV: 3.06 / 4.73

These are the Löwdin partial charges, in e, on atoms 1 to 2: number 1, Gd, carries 1.076; number 2, P, carries 0.711